Record 1
Formula: C4H6N2O
Source: OMol25
Level of theory: ωB97M-V/def2-TZVPD

```
13
Properties=species:S:1:pos:R:3
O 1.036 0.847 1.821
C 0.523 0.173 0.945
N -0.613 -0.554 1.126
C -1.383 -1.138 0.050
C 0.720 0.925 -1.435
C 1.762 1.275 -0.782
N 1.144 0.003 -0.331
H -1.040 -0.426 2.031
H -2.143 -1.798 0.473
H -0.728 -1.728 -0.595
H 0.007 0.926 -2.241
H -1.891 -0.379 -0.561
H 2.607 1.873 -0.500
```

Properties
Energy relative to the best compared isomer or geometry (same formula, charge and spin) in kJ/mol: 361.8
Kohn-Sham gap in hartree: 0.3513
DFT total energy in a.u.: -340.65711
SMILES: CNC(=O)N1C=C1
Max |F| in eV/Å: 0.466

Atomic partial charges in e from the Löwdin method, atoms 1 to 2: number 1, O, carries 0.051; number 2, C, carries -0.579

=====

Record 2
Formula: C18H20O6
Source: OMol25
Level of theory: ωB97M-V/def2-TZVPD

```
44
Properties=species:S:1:pos:R:3
C -0.560 -2.038 0.250
H 0.507 -1.936 0.054
O -0.785 -1.355 1.458
C -2.072 -1.240 1.924
C -3.155 -1.876 1.329
C -4.433 -1.759 1.849
C -4.650 -0.998 2.980
C -3.586 -0.346 3.572
C -2.296 -0.446 3.062
O -1.354 0.248 3.778
C -0.101 0.561 3.220
C -0.206 1.271 1.908
C -1.244 1.968 1.346
C -0.788 2.396 0.086
C 0.501 1.933 -0.033
C 1.444 2.086 -1.138
O 1.186 2.672 -2.163
O 2.618 1.499 -0.866
C 3.618 1.501 -1.875
H 3.417 2.307 -2.588
H 4.558 1.692 -1.354
C 3.708 0.160 -2.660
H 4.762 -0.122 -2.730
O 3.249 0.293 -3.982
C 1.841 0.126 -3.978
C 1.500 -0.781 -2.779
H 0.760 -0.298 -2.141
H 1.097 -1.739 -3.103
C 2.840 -0.952 -2.051
H 3.283 -1.920 -2.286
H 2.756 -0.852 -0.972
H 1.570 -0.313 -4.940
H 1.349 1.101 -3.880
O 0.848 1.245 1.083
H -1.320 2.968 -0.646
H -2.207 2.143 1.781
H 0.527 -0.330 3.096
H 0.368 1.215 3.966
H -3.724 0.263 4.451
H -5.640 -0.903 3.397
H -5.250 -2.270 1.364
H -3.005 -2.483 0.451
H -1.123 -1.593 -0.576
H -0.810 -3.100 0.334
```

Properties
Energy relative to the best compared isomer or geometry (same formula, charge and spin) in kJ/mol: 253.9
Kohn-Sham gap in hartree: 0.3333
DFT total energy in a.u.: -1149.29638
SMILES: COc1ccccc1OCc1ccc(C(=O)OC[C@H]2CCCO2)o1
Max |F| in eV/Å: 1.073

Atomic partial charges in e from the Löwdin method, atoms 1 to 2: number 1, C, carries -0.067; number 2, H, carries 0.090